1.
# C7H27O6

A cluster of 6 separate species, C7H27O6 in total in a non-equilibrium geometry (ωB97M-V with the def2-TZVPD basis set, the OMol25 dataset).

Structure (ORCA input):
```
! RIJCOSX wB97M-V def2-TZVPD def2/J DEFGRID3
* xyz 1 1
O -0.168 -0.985 -0.614
H 0.472 -0.532 -0.145
H -0.205 -0.378 -1.516
H -0.839 -0.737 -0.243
C -3.716 -1.100 -0.131
O -2.677 -0.947 0.806
H -4.630 -0.593 0.179
H -3.900 -2.129 -0.500
H -3.816 -0.616 -1.265
H -3.194 -0.435 1.557
C 2.552 1.004 -0.889
O 2.751 -0.465 -0.621
H 3.347 1.242 -1.351
H 2.501 1.543 -0.023
H 1.630 0.955 -1.392
H 3.634 -0.567 -0.222
C -0.045 -0.021 -4.051
O -0.903 -0.662 -3.158
H 0.801 0.409 -3.538
H -0.620 0.724 -4.443
H 0.133 -0.646 -4.952
H -1.766 -0.729 -3.549
C -1.498 2.478 -0.136
O -1.246 1.769 -1.308
H -0.531 3.203 -0.113
H -1.294 1.800 0.765
H -2.526 2.888 0.021
H -1.470 2.280 -2.067
C 1.038 -2.068 2.369
C 0.922 -0.606 2.906
C 2.323 0.033 3.277
O 0.476 0.243 1.845
H 1.407 -2.067 1.254
H 0.225 -2.785 2.432
H 1.885 -2.547 2.753
H 0.303 -0.544 3.733
H 2.721 -0.556 4.330
H 2.243 1.138 3.450
H 3.060 -0.157 2.390
H 0.613 1.164 2.168
*
```

Its max |F| is 15.9 eV Å⁻¹. The calculation puts the HOMO-LUMO gap at 0.406 hartree. As for the HOMO energy: -13.4409 eV. Its LUMO energy is -2.39 eV. As for the energy above the lowest of the compared OMol25 structures with the same formula, charge and spin: 559.3 kJ/mol.

=====

2.
# C5H8N2

An isolated molecule of C5H8N2 (ωB97M-V with the def2-TZVPD basis set, the OMol25 dataset).

Structure (ORCA input):
```
! RIJCOSX wB97M-V def2-TZVPD def2/J DEFGRID3
* xyz 0 1
C 0.397 -1.110 -0.817
C 0.657 0.147 0.131
C 0.305 -0.234 1.567
N -0.076 1.374 -0.235
C -1.424 1.090 -0.660
C -1.296 0.088 -1.517
N -0.452 -0.698 -1.960
H -0.091 -1.909 -0.244
H 1.721 0.407 0.078
H 1.327 -1.517 -1.229
H 0.439 0.622 2.232
H -0.741 -0.553 1.628
H 0.931 -1.059 1.927
H 0.448 1.935 -0.901
H -2.301 1.510 -0.187
*
```

Its max |F| is 0.5 eV Å⁻¹. Its SMILES is C[C@H]1CN=C=CN1. The calculation puts the HOMO-LUMO gap at 0.331 hartree. As for the HOMO energy: -8.6139 eV. Its LUMO energy is 0.40 eV. As for the energy above the lowest of the compared OMol25 structures with the same formula, charge and spin: 294.8 kJ/mol.

=====

3.
# C2H14O4S

A cluster of 5 separate species, C2H14O4S in total in a non-equilibrium geometry (ωB97M-V with the def2-TZVPD basis set, the OMol25 dataset).

Structure (ORCA input):
```
! RIJCOSX wB97M-V def2-TZVPD def2/J DEFGRID3
* xyz 0 1
C -1.212 0.149 0.777
S -0.114 1.242 1.688
C 1.430 0.672 0.995
H -0.604 -0.303 -0.073
H -1.999 0.828 0.392
H -1.658 -0.689 1.334
H 1.898 1.187 0.092
H 2.196 0.643 1.769
H 1.491 -0.444 0.695
H 0.406 0.968 -1.390
H 1.030 0.680 -2.788
O 0.675 0.282 -1.989
H -0.961 -2.291 -2.760
H -0.185 -2.060 -1.564
O -0.794 -2.697 -1.905
H -0.060 3.486 -0.406
H -0.407 3.429 -1.796
O 0.068 2.864 -1.148
H 0.417 -3.235 1.685
H 0.203 -3.495 0.009
O -0.104 -3.387 0.939
*
```

Its max |F| is 3.8 eV Å⁻¹. Its SMILES is CSC.O.O.O.O. The calculation puts the HOMO-LUMO gap at 0.321 hartree. As for the HOMO energy: -8.4507 eV. Its LUMO energy is 0.28 eV. As for the energy above the lowest of the compared OMol25 structures with the same formula, charge and spin: 155.6 kJ/mol.

=====

4.
# C32H25N3Tc

A structure of composition C32H25N3Tc in a non-equilibrium geometry (ωB97M-V with the def2-TZVPD basis set, the OMol25 dataset).

Structure (ORCA input):
```
! RIJCOSX wB97M-V def2-TZVPD def2/J DEFGRID3
* xyz 2 2
Tc 0.034 0.179 -0.410
C -2.595 0.427 -2.410
C -3.008 0.126 -1.000
C -4.340 0.104 -0.603
C -4.654 -0.205 0.703
C -3.638 -0.524 1.596
C -2.336 -0.474 1.161
N -2.027 -0.124 -0.114
C -1.161 -0.763 2.029
C -1.192 -1.170 3.349
C 0.007 -1.323 4.029
C 1.210 -1.091 3.383
C 1.190 -0.731 2.046
N 0.018 -0.576 1.416
C 2.369 -0.523 1.166
C 3.669 -0.663 1.588
C 4.693 -0.509 0.662
C 4.382 -0.255 -0.657
C 3.051 -0.115 -1.036
C 2.654 0.158 -2.456
N 2.066 -0.220 -0.125
H -3.457 0.648 -3.035
H -2.084 -0.435 -2.845
H -1.929 1.292 -2.446
H -5.115 0.331 -1.322
H -5.685 -0.201 1.032
H -3.867 -0.794 2.619
H -2.133 -1.370 3.842
H 0.003 -1.631 5.067
H 2.148 -1.198 3.910
H 3.889 -0.895 2.621
H 5.726 -0.600 0.972
H 5.161 -0.152 -1.400
H 3.528 0.305 -3.086
H 2.041 1.059 -2.523
H 2.090 -0.685 -2.861
C 0.296 1.944 0.377
C 0.612 2.800 1.216
C 1.001 3.687 2.183
C 0.153 3.921 3.337
C -0.793 2.959 3.721
C -1.567 3.153 4.844
C -1.425 4.318 5.592
C -0.521 5.298 5.201
C 0.264 5.105 4.080
C 2.309 4.319 2.038
C 3.129 4.524 3.158
C 4.409 5.022 2.997
C 4.873 5.348 1.728
C 4.058 5.169 0.614
C 2.793 4.637 0.763
H -0.889 2.053 3.133
H -2.291 2.405 5.142
H -2.032 4.470 6.476
H -0.439 6.218 5.763
H 0.932 5.887 3.746
H 2.771 4.256 4.143
H 5.047 5.155 3.861
H 5.874 5.742 1.607
H 4.414 5.451 -0.368
H 2.149 4.506 -0.099
*
```

Its max |F| is 1.4 eV Å⁻¹. The calculation puts the HOMO-LUMO gap (spin up / spin down) at 0.238 / 0.223 hartree. As for the HOMO energy (spin up / spin down): -13.5715 / -13.2500 eV. Its LUMO energy (spin up / spin down) is -7.10 / -7.18 eV. As for the energy above the lowest of the compared OMol25 structures with the same formula, charge and spin: 10.8 kJ/mol.

=====

5.
# C36H43N10O6SSiY

A structure of composition C36H43N10O6SSiY (ωB97M-V with the def2-TZVPD basis set, the OMol25 dataset).

Structure (ORCA input):
```
! RIJCOSX wB97M-V def2-TZVPD def2/J DEFGRID3
* xyz 0 1
Y 0.090 0.287 -0.429
N -7.398 -0.722 1.629
C -6.281 -0.504 0.835
C -5.068 -0.120 1.414
C -3.969 0.156 0.625
C -4.079 0.044 -0.757
C -5.275 -0.336 -1.350
C -6.372 -0.606 -0.556
S -2.675 0.366 -1.755
O -1.888 1.383 -1.030
O -3.099 0.689 -3.081
N -1.654 -0.883 -1.648
C -1.918 -2.067 -2.270
N -0.898 -2.945 -2.298
C -1.117 -4.090 -2.930
C -2.319 -4.408 -3.535
C -3.314 -3.448 -3.418
N -3.134 -2.296 -2.796
H -7.217 -0.947 2.593
H -8.126 -1.284 1.220
H -4.999 -0.023 2.491
H -3.031 0.469 1.072
H -5.329 -0.412 -2.427
H -7.314 -0.890 -1.011
H -0.283 -4.788 -2.952
H -2.475 -5.341 -4.055
H -4.301 -3.612 -3.840
C 6.472 -3.066 4.034
O 5.100 -2.738 4.139
C 4.790 -1.473 4.544
C 5.725 -0.477 4.789
C 5.289 0.770 5.222
C 3.941 1.055 5.367
C 3.009 0.040 5.130
C 3.432 -1.209 4.726
N 3.630 2.358 5.891
N 2.653 3.026 5.512
C 1.828 2.584 4.433
C 0.474 2.513 4.637
C -0.400 1.981 3.678
C 0.069 1.520 2.458
O -0.671 1.008 1.524
C 1.477 1.706 2.196
N 1.894 1.341 0.954
C 3.139 1.577 0.599
C 4.066 2.178 1.462
C 3.678 2.505 2.733
C 2.351 2.261 3.150
H 6.513 -4.117 3.760
H 6.988 -2.920 4.986
H 6.970 -2.473 3.261
H 6.784 -0.660 4.678
H 6.006 1.547 5.456
H 1.952 0.221 5.264
H 2.716 -2.001 4.549
H 0.085 2.836 5.595
H -1.460 1.913 3.886
H 3.418 1.285 -0.407
H 5.069 2.378 1.113
H 4.376 2.974 3.413
N 1.653 -4.926 0.899
C 0.678 -3.932 0.452
C 0.651 -2.763 1.415
O 1.273 -2.972 2.563
O 0.133 -1.699 1.158
H 2.532 -4.817 0.408
H 1.330 -5.871 0.754
H 1.660 -3.876 2.475
H -0.328 -4.356 0.444
H 0.846 -3.520 -0.544
C 5.048 -2.590 0.902
C 3.997 -2.205 -0.082
C 3.868 -2.425 -1.437
C 2.687 -1.760 -1.824
N 2.124 -1.177 -0.772
N 2.928 -1.471 0.277
C 2.086 -1.659 -3.184
H 5.718 -3.328 0.466
H 4.617 -2.998 1.816
H 5.640 -1.717 1.188
H 4.542 -2.976 -2.072
H 2.724 -1.090 1.188
H 2.278 -2.570 -3.751
H 2.516 -0.817 -3.728
H 1.009 -1.508 -3.121
C 3.114 2.029 -2.969
Si 1.219 1.911 -2.632
C 0.482 1.483 -4.344
C 0.760 3.755 -2.444
H 3.297 2.454 -3.961
H 3.652 1.076 -2.916
H 3.577 2.705 -2.241
H 0.814 2.203 -5.100
H -0.610 1.529 -4.297
H 0.747 0.484 -4.702
H 1.106 4.337 -3.305
H 1.205 4.193 -1.545
H -0.323 3.879 -2.366
*
```

Its max |F| is 0.4 eV Å⁻¹. The calculation puts the HOMO-LUMO gap at 0.229 hartree. As for the HOMO energy: -6.3168 eV. Its LUMO energy is -0.10 eV. As for the energy above the lowest of the compared OMol25 structures with the same formula, charge and spin: 46.9 kJ/mol.

=====

6.
# CF3O2S

The ion CF3O2S with charge -1 in a non-equilibrium geometry (ωB97M-V with the def2-TZVPD basis set, the OMol25 dataset).

Structure (ORCA input):
```
! RIJCOSX wB97M-V def2-TZVPD def2/J DEFGRID3
* xyz -1 1
C 1.218 0.475 -0.056
O -1.179 -1.394 0.184
O -1.417 0.743 -1.121
F 1.555 -0.023 1.192
F 1.511 -0.574 -0.993
F -1.379 0.847 1.390
S -0.813 -0.014 -0.027
*
```

Its max |F| is 1.9 eV Å⁻¹. Its SMILES is O=[S@@]([O-])(F)=C(F)F. The calculation puts the HOMO-LUMO gap at 0.317 hartree. As for the HOMO energy: -4.4805 eV. Its LUMO energy is 4.15 eV. As for the energy above the lowest of the compared OMol25 structures with the same formula, charge and spin: 15.8 kJ/mol.